[1]
Molecular formula: C24H32N4OPtSSi2
Method: DFT, ωB97M-V with the def2-TZVPD basis set

Geometry as ORCA input:
```
! wB97M-V def2-TZVPD RIJCOSX def2/J DEFGRID3
* xyz 0 1
Pt -0.16408 0.16124 -0.13587
C -0.88093 0.47876 3.30497
Si -1.51778 -0.38366 1.69387
C -1.82193 -2.25143 2.07846
C -3.27625 0.29589 1.34871
C -4.34456 0.09945 2.21298
C -5.61444 0.54614 1.89068
C -5.83142 1.20459 0.69151
C -4.76930 1.42394 -0.16743
C -3.49696 0.97470 0.15137
Si -2.02242 1.29464 -1.01255
C -2.49509 0.67934 -2.77146
C -1.93136 3.23483 -1.11439
H -1.67575 0.50544 4.04140
H -0.57316 1.50475 3.12464
H -0.03744 -0.04906 3.73628
H -2.73721 -2.34395 2.65307
H -1.02043 -2.70609 2.65116
H -1.95414 -2.82129 1.16361
H -4.18784 -0.41263 3.15236
H -6.43849 0.37935 2.57110
H -6.82446 1.54508 0.43142
H -4.93540 1.94375 -1.10227
H -3.40465 1.17400 -3.09789
H -2.67128 -0.39042 -2.76707
H -1.71298 0.89503 -3.49010
H -2.90015 3.60389 -1.43837
H -1.19113 3.57912 -1.82917
H -1.71719 3.68331 -0.14857
C 3.15880 1.50419 -3.05511
C 2.09669 1.77845 -2.01588
O 1.02100 1.20783 -2.04034
N 2.42232 2.71505 -1.10266
C 1.56939 3.04563 0.02474
C 2.02278 2.31543 1.25924
C 2.64009 2.96073 2.31928
C 3.10719 2.20003 3.38224
C 2.95882 0.81953 3.32577
C 2.31411 0.26536 2.23421
N 1.83544 0.99062 1.22921
H 2.68588 1.14615 -3.96560
H 3.81565 0.71887 -2.68359
H 3.75349 2.38450 -3.28009
H 3.37463 3.04227 -1.07157
H 0.55821 2.70697 -0.23367
H 1.57360 4.12604 0.18371
H 2.75380 4.03662 2.32092
H 3.56806 2.67633 4.23482
H 3.33521 0.18933 4.11699
H 2.17307 -0.80323 2.15428
N 3.21409 -5.44847 -3.27669
C 2.65809 -5.35507 -2.01646
S 2.77548 -6.72242 -1.01664
C 2.07151 -4.15040 -1.58728
C 1.94548 -2.99874 -2.41562
C 1.33329 -1.87225 -1.94579
N 0.87243 -1.74318 -0.68825
C 1.00003 -2.81492 0.12269
C 1.54457 -3.99759 -0.27559
H 3.40824 -6.38929 -3.58093
H 2.82672 -4.85528 -3.99339
H 2.33070 -2.99414 -3.42413
H 1.19995 -1.01554 -2.59496
H 0.63953 -2.68346 1.13138
H 1.58991 -4.83468 0.40233
*
```

* Kohn-Sham gap: 5.580 eV
* F_max: 4.47 eV/A
* HOMO level: -6.84 eV
* E_LUMO: -0.046 Ha

[2]
Molecular formula: C24H33AsClI2OP2Rh
Method: DFT, ωB97M-V with the def2-TZVPD basis set

Geometry as ORCA input:
```
! wB97M-V def2-TZVPD RIJCOSX def2/J DEFGRID3
* xyz 2 5
I -0.20806 1.36882 -0.25752
I -0.21334 -1.58322 -0.65580
Rh -0.20974 0.15058 -5.11068
P -1.89586 0.00814 -3.38570
C -3.19255 0.04629 -1.99702
C -2.73645 1.34956 -4.28982
H -3.72842 0.99396 -4.58058
H -3.72935 -1.09191 -4.48935
H -2.11447 1.60691 -5.15636
H -2.11735 -1.59471 -5.15047
H -3.23652 1.03834 -1.53264
H -2.84600 2.18901 -3.59788
C -2.70323 -1.38436 -4.24939
H -4.18097 -0.17222 -2.46688
H -2.72181 -2.23996 -3.56948
H -2.98340 -0.69056 -1.20569
P 1.40941 -0.03354 -3.39061
C 2.66293 -0.01857 -1.97871
C 2.21872 -1.40142 -4.28539
H 1.63745 1.58792 -5.15877
H 3.23615 0.98538 -4.54004
H 2.31964 2.15836 -3.56596
C 2.23466 1.33018 -4.27360
H 1.63478 -1.62468 -5.18332
H 3.23005 -1.07590 -4.53945
H 3.68317 -0.02913 -2.42430
H 2.55320 -0.90024 -1.33342
H 2.27782 -2.25412 -3.60585
H 2.54365 0.88137 -1.35985
Cl -0.31220 -0.00798 -7.37680
O -0.38705 0.15875 1.41169
As 0.16723 0.07526 3.07556
C 0.93186 1.92288 2.95064
C 2.22083 2.14648 2.43443
C 2.68930 3.45114 2.26262
C 1.89098 4.55745 2.53571
C 0.57829 4.32151 2.98264
C 0.10746 3.02004 3.20881
C -1.69488 -0.27886 3.67194
C -1.94876 -1.37161 4.51298
C -3.26580 -1.75562 4.77851
C -4.31126 -1.03196 4.19670
C -4.06981 0.02257 3.30913
C -2.75484 0.42651 3.09325
C 1.41111 -1.46596 2.82028
C 2.79371 -1.33556 3.05641
C 3.65981 -2.40289 2.75041
C 3.18427 -3.60579 2.23511
C 1.81912 -3.70329 1.95384
C 0.93467 -2.65788 2.27078
H 2.83340 1.27848 2.16652
H 3.71264 3.59236 1.89598
H 2.26824 5.57911 2.43029
H -0.09063 5.15604 3.15688
H -0.91970 2.84384 3.58202
H -1.09688 -1.91567 4.96084
H -3.45587 -2.63397 5.40490
H -5.34202 -1.30527 4.42086
H -4.88738 0.54557 2.79927
H -2.56113 1.28360 2.41795
H 3.16737 -0.42774 3.51924
H 4.73261 -2.28399 2.93419
H 3.86705 -4.43404 1.99043
H 1.43547 -4.60320 1.47170
H -0.13134 -2.76058 2.04880
*
```

* ΔE to the lowest compared entry with this formula, charge and spin: 77.4 kcal/mol
* Kohn-Sham gap (spin up / spin down): 5.943 / 5.871 eV
* F_max: 3.38 eV/A
* HOMO level (spin up / spin down): -13.58 / -14.18 eV
* E_LUMO (spin up / spin down): -0.281 / -0.305 Ha
* expectation value of S²: 6.05

[3]
Molecular formula: C24H33CaN4O12
Method: DFT, ωB97M-V with the def2-TZVPD basis set

Geometry as ORCA input:
```
! wB97M-V def2-TZVPD RIJCOSX def2/J DEFGRID3
* xyz 1 1
Ca -19.30242 -10.07880 11.67642
N -21.24267 -12.11082 11.62760
O -22.06710 -12.93394 11.29514
O -21.55388 -10.91291 11.87683
O -20.00105 -12.36195 11.58105
C -20.02937 -14.57987 16.47299
C -19.91283 -13.07772 16.52257
C -18.49955 -12.56206 16.81926
O -18.32224 -11.49527 15.88455
C -19.27215 -11.57842 14.95532
O -19.27566 -10.91438 13.94705
O -20.17366 -12.50382 15.22204
H -19.60014 -14.98270 17.39644
H -19.44503 -14.97614 15.64180
H -21.06400 -14.90446 16.43686
H -20.63255 -12.68660 17.24451
H -17.76184 -13.34419 16.62939
H -18.38778 -12.22086 17.84362
C -22.70369 -5.64576 15.90054
C -22.18356 -5.76684 14.50185
C -20.73948 -5.25594 14.27721
O -20.02079 -6.41680 13.86366
C -20.88196 -7.39633 13.61274
O -20.59274 -8.41818 13.04143
O -22.08816 -7.14146 14.09091
H -21.98270 -6.00804 16.63546
H -23.61733 -6.22700 16.02405
H -22.92621 -4.60299 16.12577
H -22.80903 -5.22061 13.79549
H -20.29148 -4.79244 15.15517
H -20.71336 -4.49139 13.49972
C -22.79336 -11.82046 6.84319
C -21.39564 -12.24720 7.16973
C -20.31778 -11.67811 6.22966
O -19.33783 -11.11663 7.13047
C -19.77194 -11.19424 8.35788
O -19.12623 -10.83412 9.32024
O -20.96412 -11.74596 8.45725
H -22.85463 -10.73629 6.74287
H -23.47202 -12.14476 7.63377
H -23.14542 -12.27486 5.91782
H -21.28250 -13.32984 7.21444
H -20.68323 -10.85747 5.61389
H -19.88243 -12.43889 5.58965
N -20.76418 -15.19276 13.02673
C -19.52163 -15.74561 12.98429
C -19.50634 -16.82940 13.82830
C -20.80277 -16.92262 14.40030
C -21.56481 -15.90669 13.88288
H -21.05016 -14.39312 12.48569
H -18.76648 -15.31421 12.34916
H -18.65496 -17.45374 14.03829
H -21.14301 -17.67194 15.09718
H -22.57022 -15.57112 14.07125
N -25.69251 -7.54898 9.98492
C -25.61794 -8.14177 8.75292
C -24.74164 -9.19457 8.85698
C -24.32969 -9.28167 10.21260
C -24.94120 -8.25457 10.88076
H -26.13555 -6.66434 10.15227
H -26.09689 -7.70979 7.89164
H -24.46074 -9.78955 8.00368
H -23.64842 -9.99705 10.64475
H -24.93762 -7.98362 11.92262
N -24.62054 -14.28869 10.68508
C -25.12261 -15.56013 10.75104
C -26.23356 -15.60716 9.95404
C -26.38575 -14.32475 9.35116
C -25.35838 -13.54305 9.80191
H -23.82815 -13.91228 11.17612
H -24.65928 -16.29481 11.38695
H -26.86690 -16.46892 9.82689
H -27.14420 -14.04311 8.64051
H -25.04236 -12.53704 9.57991
*
```

* ΔE to the lowest compared entry with this formula, charge and spin: 0.0 kcal/mol
* Kohn-Sham gap: 6.332 eV
* F_max: 1.75 eV/A
* HOMO level: -9.41 eV
* E_LUMO: -0.113 Ha